No. 1
{
  "formula": "C2H2F3NO",
  "method": "ωB97M-V with the def2-TZVPD basis set",
  "symbols": ["C", "C", "N", "O", "F", "F", "F", "H", "H"],
  "positions_angstrom": [[0.27, -0.82, -0.49], [-0.75, -0.39, 0.55], [1.87, -0.82, 0.23], [2.00, 0.01, 1.05], [0.11, -2.06, -0.96], [-1.25, -1.44, 1.22], [-1.79, 0.26, -0.03], [0.36, -0.11, -1.32], [-0.29, 0.31, 1.28]],
  "mulliken_charge": [0.05, 0.31, 0.11, -0.25, -0.25, -0.25, -0.26, 0.30, 0.24],
  "energy_ha": -506.89617,
  "homo_energy_ev": -9.64,
  "relative_energy_kcal_mol": 86.5,
  "smiles": "O=N[C@@H](F)C(F)F",
  "spin_multiplicity": 1,
  "gap_ha": 0.32993
}

---

No. 2
{
  "formula": "C19H32N5O8",
  "method": "ωB97M-V with the def2-TZVPD basis set",
  "symbols": ["N", "C", "C", "N", "C", "N", "N", "N", "H", "H", "H", "H", "H", "H", "H", "H", "O", "C", "O", "C", "C", "C", "H", "H", "H", "H", "H", "H", "O", "C", "O", "C", "C", "C", "H", "H", "H", "H", "H", "H", "O", "C", "O", "C", "C", "C", "H", "H", "H", "H", "H", "H", "O", "C", "O", "C", "C", "C", "H", "H", "H", "H", "H", "H"],
  "positions_angstrom": [[3.18, 0.86, 1.28], [2.69, 2.22, 1.09], [1.20, 2.22, 1.18], [0.44, 1.16, 0.99], [-0.83, 1.59, 1.19], [-1.91, 0.83, 1.13], [-0.83, 2.90, 1.51], [0.48, 3.30, 1.50], [2.92, 0.56, 2.22], [4.19, 0.83, 1.18], [3.06, 2.91, 1.85], [2.97, 2.57, 0.10], [-2.80, 1.24, 1.38], [-1.80, -0.15, 0.92], [-1.61, 3.50, 1.71], [0.84, 4.22, 1.71], [6.35, 2.01, -0.09], [6.50, 1.54, -1.19], [7.70, 1.20, -1.69], [7.55, 0.75, -3.06], [6.10, 0.33, -3.18], [5.41, 1.26, -2.21], [7.80, 1.59, -3.72], [8.25, -0.06, -3.25], [5.71, 0.38, -4.19], [5.99, -0.70, -2.84], [5.12, 2.20, -2.68], [4.55, 0.80, -1.74], [3.55, -0.30, -4.63], [2.73, -0.79, -3.91], [3.03, -1.17, -2.64], [1.89, -1.81, -2.03], [0.69, -1.30, -2.81], [1.28, -1.09, -4.21], [2.01, -2.89, -2.12], [1.86, -1.55, -0.98], [-0.16, -1.98, -2.78], [0.37, -0.34, -2.40], [1.23, -2.00, -4.81], [0.82, -0.27, -4.74], [-4.49, -0.68, 2.51], [-4.73, 0.19, 3.30], [-4.35, 1.47, 3.08], [-4.65, 2.28, 4.25], [-5.74, 1.51, 4.99], [-5.40, 0.06, 4.65], [-3.74, 2.37, 4.84], [-4.97, 3.26, 3.93], [-5.77, 1.73, 6.05], [-6.72, 1.76, 4.57], [-4.68, -0.36, 5.36], [-6.27, -0.58, 4.59], [-1.75, -1.88, -0.84], [-2.72, -2.59, -0.73], [-2.80, -3.78, -1.34], [-4.10, -4.36, -1.13], [-4.63, -3.69, 0.13], [-3.98, -2.31, 0.05], [-4.72, -4.15, -2.00], [-4.00, -5.44, -1.02], [-5.71, -3.68, 0.19], [-4.25, -4.21, 1.02], [-4.59, -1.61, -0.53], [-3.76, -1.89, 1.02]],
  "mulliken_charge": [-0.50, -0.27, 0.26, -0.40, 0.50, -0.06, -0.03, -0.16, 0.22, 0.21, 0.32, 0.31, 0.12, 0.07, 0.21, 0.22, -0.61, 0.47, -0.38, -0.52, -0.40, 0.24, 0.26, 0.35, 0.37, 0.19, 0.25, -0.20, -0.55, 0.55, -0.37, -0.51, -0.10, -0.63, 0.24, 0.31, 0.25, 0.12, 0.30, 0.34, -0.52, 0.35, -0.34, -0.46, -0.56, -0.40, 0.29, 0.32, 0.34, 0.28, 0.28, 0.33, -0.54, 0.54, -0.40, -0.43, -0.66, -0.04, 0.25, 0.34, 0.37, 0.27, 0.27, 0.13],
  "total_charge": 1,
  "energy_ha": -1618.73772,
  "homo_energy_ev": -11.69,
  "relative_energy_kcal_mol": 9.5,
  "spin_multiplicity": 1,
  "gap_ha": 0.33055
}

---

No. 3
{
  "formula": "C9H16O2",
  "method": "ωB97M-V with the def2-TZVPD basis set",
  "symbols": ["C", "C", "C", "C", "C", "C", "C", "C", "C", "O", "O", "H", "H", "H", "H", "H", "H", "H", "H", "H", "H", "H", "H", "H", "H", "H", "H"],
  "positions_angstrom": [[0.12, -2.04, -0.20], [1.16, -1.06, 0.44], [-1.32, -1.54, 0.11], [1.22, 0.41, 0.09], [-1.57, 0.00, 0.13], [-0.47, 0.97, 0.18], [1.77, 0.74, -1.30], [2.11, 1.17, 1.14], [-2.92, 0.20, -0.58], [-1.28, 0.70, 1.32], [-0.75, 2.18, -0.48], [0.14, -2.15, -1.22], [0.37, -2.95, 0.24], [0.83, -1.27, 1.53], [2.16, -1.63, 0.19], [-1.87, -2.15, -0.61], [-1.46, -1.70, 1.20], [1.75, 1.87, -1.29], [1.24, 0.26, -2.16], [2.70, 0.28, -1.25], [3.22, 0.71, 1.11], [1.75, 1.04, 2.25], [2.05, 2.26, 1.08], [-2.85, 0.61, -1.50], [-3.45, 1.09, -0.12], [-3.64, -0.66, -0.58], [-0.99, 2.68, 0.29]],
  "mulliken_charge": [-0.96, -1.00, -0.91, 1.60, 0.99, 0.24, -1.65, -1.47, -1.55, -0.58, -0.52, 0.52, 0.39, 0.27, 0.27, 0.37, 0.32, 0.35, 0.28, 0.54, 0.30, 0.29, 0.42, 0.38, 0.33, 0.37, 0.40],
  "energy_ha": -502.88704,
  "homo_energy_ev": -9.33,
  "relative_energy_kcal_mol": 47.3,
  "smiles": "CC1(C)CCC[C@@]2(C)O[C@@]12O",
  "spin_multiplicity": 1,
  "gap_ha": 0.37340
}

---

No. 4
{
  "formula": "CH2N2OP4",
  "method": "ωB97M-V with the def2-TZVPD basis set",
  "symbols": ["C", "N", "N", "O", "P", "P", "P", "P", "H", "H"],
  "positions_angstrom": [[0.14, 0.15, 0.03], [2.49, -1.53, -2.97], [1.24, 0.18, -0.62], [3.29, -0.41, 0.98], [2.15, -0.10, -3.53], [2.11, 1.21, -1.69], [2.91, -0.51, -0.43], [2.82, -2.47, -1.75], [-0.74, 0.70, -0.23], [0.05, -0.63, 0.78]],
  "mulliken_charge": [-0.21, -0.04, 0.13, -0.64, -0.03, -0.12, 0.40, 0.00, 0.27, 0.25],
  "energy_ha": -1589.42388,
  "homo_energy_ev": -7.60,
  "relative_energy_kcal_mol": 0.0,
  "spin_multiplicity": 1,
  "gap_ha": 0.24483
}

---

No. 5
{
  "formula": "C24H25N5",
  "method": "ωB97M-V with the def2-TZVPD basis set",
  "symbols": ["C", "C", "C", "C", "C", "C", "C", "C", "C", "N", "H", "H", "H", "H", "H", "C", "N", "C", "H", "C", "N", "C", "N", "C", "C", "C", "C", "H", "H", "H", "H", "C", "H", "C", "H", "H", "H", "H", "H", "H", "C", "C", "C", "N", "C", "C", "H", "H", "H", "H", "H", "H", "H", "H"],
  "positions_angstrom": [[-1.43, -1.11, -3.14], [-1.94, -1.24, -1.75], [-1.70, -0.51, -0.62], [-2.47, -1.09, 0.43], [-2.63, -0.82, 1.79], [-3.48, -1.61, 2.53], [-4.16, -2.69, 1.95], [-4.01, -2.99, 0.62], [-3.16, -2.19, -0.13], [-2.82, -2.25, -1.45], [-3.17, -2.92, -2.12], [-4.53, -3.83, 0.17], [-4.81, -3.29, 2.57], [-3.62, -1.41, 3.58], [-2.10, 0.01, 2.24], [-0.85, 0.72, -0.51], [0.22, 0.61, 0.48], [1.26, 1.62, 0.31], [0.78, 2.59, 0.13], [2.24, 1.30, -0.82], [2.82, -0.02, -0.63], [4.06, -0.13, -0.07], [4.75, 1.02, 0.06], [5.98, 0.98, 0.53], [6.63, -0.17, 0.91], [5.93, -1.37, 0.78], [4.64, -1.36, 0.29], [4.11, -2.29, 0.18], [6.39, -2.30, 1.06], [7.64, -0.15, 1.29], [6.46, 1.95, 0.60], [1.80, -1.03, -0.54], [2.23, -2.02, -0.39], [0.84, -0.70, 0.62], [0.06, -1.46, 0.70], [1.41, -0.69, 1.55], [1.24, -1.05, -1.48], [3.05, 2.03, -0.84], [1.73, 1.31, -1.79], [1.82, 1.68, 1.25], [-1.77, 1.87, -0.14], [-2.69, 2.33, -1.08], [-3.55, 3.35, -0.72], [-3.56, 3.92, 0.47], [-2.69, 3.48, 1.36], [-1.78, 2.46, 1.11], [-1.08, 2.14, 1.87], [-2.72, 3.96, 2.33], [-4.28, 3.74, -1.42], [-2.73, 1.90, -2.07], [-0.44, 0.94, -1.51], [-2.26, -0.99, -3.84], [-0.87, -2.00, -3.43], [-0.78, -0.24, -3.24]],
  "mulliken_charge": [-1.74, -0.46, 0.18, 1.55, 0.01, -1.06, -0.54, -0.94, -0.58, 0.07, 0.23, 0.43, 0.39, 0.42, 0.45, 0.66, 0.12, -0.89, 0.54, -1.01, 0.13, 0.94, -0.30, -0.41, -0.51, -0.56, -0.52, 0.28, 0.40, 0.38, 0.38, -0.82, 0.36, -0.79, 0.55, 0.41, 0.23, 0.48, 0.28, 0.45, 0.01, -0.56, -0.53, -0.66, -0.63, 0.04, 0.46, 0.39, 0.40, 0.43, 0.33, 0.45, 0.38, 0.31],
  "energy_ha": -1203.34997,
  "homo_energy_ev": -7.53,
  "relative_energy_kcal_mol": 0.0,
  "smiles": "Cc1[nH]c2ccccc2c1[C@@H](c1ccncc1)N1CCN(c2ccccn2)CC1",
  "spin_multiplicity": 1,
  "gap_ha": 0.29576
}

---

No. 6
{
  "formula": "C21H13BrF5N2NaO3Te",
  "method": "ωB97M-V with the def2-TZVPD basis set",
  "symbols": ["Na", "Br", "C", "C", "C", "C", "C", "N", "C", "O", "O", "H", "H", "H", "C", "C", "C", "C", "C", "C", "C", "C", "C", "C", "C", "C", "C", "C", "C", "N", "H", "H", "H", "H", "H", "H", "H", "H", "H", "H", "F", "Te", "F", "F", "F", "F", "O"],
  "positions_angstrom": [[-0.53, -0.46, -1.72], [3.24, -1.52, -0.02], [1.95, -2.93, -0.20], [2.35, -4.17, 0.27], [1.40, -5.18, 0.24], [0.13, -4.89, -0.24], [-0.16, -3.62, -0.70], [0.77, -2.63, -0.69], [-1.61, -3.35, -1.21], [-2.32, -4.37, -1.21], [-1.90, -2.19, -1.52], [3.35, -4.32, 0.64], [1.65, -6.17, 0.61], [-0.66, -5.62, -0.27], [-3.61, 3.29, -2.55], [-3.61, 4.04, -1.38], [-2.83, 3.60, -0.32], [-2.06, 2.43, -0.44], [-2.05, 1.61, -1.59], [-2.87, 2.12, -2.62], [-1.19, 2.07, 0.71], [-0.65, 3.10, 1.55], [0.19, 2.80, 2.57], [0.53, 1.45, 2.82], [1.40, 1.03, 3.85], [1.69, -0.30, 4.01], [1.11, -1.26, 3.16], [0.26, -0.88, 2.15], [-0.05, 0.49, 1.95], [-0.88, 0.81, 0.93], [-4.19, 3.63, -3.41], [-4.20, 4.95, -1.29], [-2.86, 4.15, 0.62], [-2.95, 1.55, -3.55], [-0.89, 4.13, 1.32], [0.62, 3.58, 3.19], [1.84, 1.78, 4.50], [2.36, -0.61, 4.80], [1.35, -2.31, 3.28], [-0.19, -1.59, 1.48], [3.53, -0.65, -2.99], [2.22, 0.70, -2.83], [3.64, 1.63, -2.03], [1.49, 0.83, -1.06], [2.91, 1.28, -4.49], [1.35, 2.37, -2.98], [0.93, -0.42, -3.35]],
  "mulliken_charge": [0.74, -0.18, 0.17, -0.68, -0.28, -0.71, 0.46, 0.19, 0.24, -0.82, -0.65, 0.42, 0.38, 0.49, -0.42, -0.60, -0.72, 0.32, -0.21, -0.42, 0.58, -0.75, -0.99, 1.23, -0.79, -0.52, -0.42, -0.47, -0.09, -0.27, 0.31, 0.33, 0.36, 0.31, 0.37, 0.36, 0.34, 0.36, 0.39, 0.63, -0.44, 2.18, -0.42, -0.43, -0.45, -0.44, -0.98],
  "total_charge": -2,
  "energy_ha": -4647.09157,
  "homo_energy_ev": -1.23,
  "relative_energy_kcal_mol": 1.8,
  "spin_multiplicity": 1,
  "gap_ha": 0.19722
}